ORCA calculation (ωB97M-V/def2-TZVPD) on 4 unconnected molecules or ions with the total composition C30H70FN4P at a distorted geometry.

Each line ends with the Löwdin charge.
Element x y z (Å)
C (13.3880, -1.4698, 4.9604)  0.039
C (12.9596, -1.0716, 3.6583)  -0.090
C (12.3450, -0.2279, 2.3681)  -0.210
C (10.8837, 0.4074, 2.7526)  -0.264
C (10.8049, 1.0879, 4.2546)  -0.315
P (9.5972, 2.5769, 4.3657)  0.733
C (11.1092, 3.7614, 4.4454)  -0.407
C (12.0417, 3.7458, 3.0783)  -0.228
C (11.2479, 4.2014, 1.7168)  -0.159
F (12.2492, 4.6840, 0.6962)  -0.162
N (8.1357, 1.5370, 4.2377)  -0.309
C (6.8659, 2.3983, 4.0708)  -0.303
C (5.4943, 1.5550, 4.4094)  -0.208
C (5.0463, 0.4825, 3.2477)  -0.264
C (6.1232, -0.7223, 2.9681)  -0.162
H (13.4742, -1.7837, 6.1080)  0.057
H (13.0560, 0.6153, 1.9753)  0.108
H (12.1423, -1.0225, 1.5007)  0.120
H (10.1108, -0.5019, 2.7755)  0.118
H (10.4736, 1.1397, 1.9120)  0.100
H (11.9149, 1.3643, 4.5500)  0.082
H (10.4611, 0.2246, 4.9962)  0.107
H (9.0858, 3.3392, 3.2557)  0.024
H (9.2423, 3.0237, 5.7087)  0.049
H (11.8338, 3.4032, 5.3239)  0.088
H (10.7840, 4.8652, 4.7627)  0.095
H (12.6030, 2.7320, 2.8954)  0.090
H (12.8902, 4.5579, 3.2639)  0.122
H (10.4606, 5.0695, 1.9414)  0.130
H (10.6728, 3.2679, 1.2620)  0.101
H (8.2292, 1.0840, 3.2800)  0.044
H (6.9037, 2.8069, 2.9540)  0.112
H (6.9385, 3.3598, 4.7679)  0.106
H (4.6122, 2.3566, 4.4703)  0.113
H (5.6138, 1.0926, 5.4798)  0.117
H (4.7594, 0.9953, 2.2087)  0.102
H (4.0426, -0.0386, 3.6299)  0.109
H (5.6502, -1.7709, 2.7463)  0.074
H (6.7361, -0.4037, 1.9946)  0.074
H (6.9479, -0.7955, 3.8261)  0.076
C (-1.1911, 0.9460, -1.5565)  -0.097
C (-0.0454, 1.6989, -0.8858)  -0.268
N (0.7401, 0.8725, 0.0344)  -0.189
C (1.6253, 1.6512, 0.9064)  -0.252
C (2.7458, 2.4456, 0.2438)  -0.098
C (1.3309, -0.3439, -0.5281)  -0.249
C (2.2542, -0.1926, -1.7321)  -0.089
H (-1.8329, 0.4588, -0.8148)  0.073
H (-1.8108, 1.6456, -2.1270)  0.076
H (-0.8265, 0.1874, -2.2563)  0.065
H (-0.4968, 2.5247, -0.3217)  0.118
H (0.5822, 2.1537, -1.6591)  0.097
H (2.0609, 0.9912, 1.6667)  0.100
H (1.0040, 2.3555, 1.4752)  0.110
H (3.5505, 1.7943, -0.1030)  0.049
H (3.1877, 3.1309, 0.9738)  0.069
H (2.3914, 3.0491, -0.5955)  0.068
H (0.5144, -1.0195, -0.8112)  0.102
H (1.8663, -0.8893, 0.2600)  0.114
H (1.8343, 0.4564, -2.5049)  0.068
H (2.4189, -1.1742, -2.1904)  0.074
H (3.2336, 0.1928, -1.4480)  0.053
C (-4.0714, -1.6540, -1.9523)  -0.095
C (-5.1638, -0.6079, -1.7485)  -0.269
N (-5.7176, -0.0868, -3.0009)  -0.189
C (-6.5251, 1.1241, -2.8220)  -0.253
C (-7.8033, 1.0030, -1.9990)  -0.094
C (-6.2736, -1.0763, -3.9267)  -0.248
C (-7.3823, -1.9866, -3.4098)  -0.090
H (-3.2801, -1.2777, -2.6095)  0.072
H (-3.6147, -1.9056, -0.9894)  0.073
H (-4.4683, -2.5811, -2.3776)  0.065
H (-4.7086, 0.2206, -1.1915)  0.112
H (-5.9430, -1.0283, -1.1043)  0.097
H (-6.7748, 1.5441, -3.8042)  0.111
H (-5.8909, 1.8855, -2.3491)  0.108
H (-8.5883, 0.4804, -2.5489)  0.050
H (-8.1880, 2.0026, -1.7742)  0.072
H (-7.6403, 0.4954, -1.0450)  0.068
H (-5.4519, -1.7113, -4.2800)  0.102
H (-6.6277, -0.5702, -4.8342)  0.115
H (-7.1489, -2.4211, -2.4345)  0.068
H (-7.5246, -2.8193, -4.1077)  0.075
H (-8.3372, -1.4654, -3.3395)  0.043
C (-11.1168, -1.8122, -1.2739)  -0.088
C (-11.8620, -2.0119, -2.5907)  -0.269
N (-11.3709, -3.1472, -3.3760)  -0.190
C (-11.8573, -3.1530, -4.7594)  -0.255
C (-13.3583, -3.3115, -4.9775)  -0.093
C (-11.3760, -4.4503, -2.7074)  -0.251
C (-12.7034, -4.9590, -2.1557)  -0.090
H (-10.0359, -1.7437, -1.4368)  0.063
H (-11.4434, -0.8803, -0.8007)  0.075
H (-11.3134, -2.6239, -0.5665)  0.066
H (-11.7253, -1.0929, -3.1742)  0.116
H (-12.9339, -2.0953, -2.3836)  0.096
H (-11.3328, -3.9317, -5.3269)  0.111
H (-11.5462, -2.2112, -5.2303)  0.108
H (-13.6870, -4.3351, -4.7873)  0.055
H (-13.5999, -3.0920, -6.0221)  0.071
H (-13.9456, -2.6295, -4.3578)  0.068
H (-10.6585, -4.4106, -1.8787)  0.102
H (-10.9609, -5.2099, -3.3825)  0.115
H (-13.2383, -4.1991, -1.5804)  0.068
H (-12.5181, -5.8025, -1.4813)  0.074
H (-13.3597, -5.3236, -2.9461)  0.054

Values from the calculation:
net charge	0
energy above the lowest of the compared OMol25 structures with the same formula, charge and spin	168.8	kcal/mol
SMILES	C#CCCC[PH2](CCCF)NCCCC.CCN(CC)CC.CCN(CC)CC.CCN(CC)CC
LUMO	0.61	eV


ORCA calculation (ωB97M-V/def2-TZVPD) on a molecular structure, C30H71AsBN10O13S at a distorted geometry.

Each line ends with the Löwdin charge.
Element x y z (Å)
C (5.8251, -1.3344, -0.1912)  -0.082
C (6.1238, -0.3083, -1.4219)  -0.329
O (7.5002, -0.6098, -1.8407)  -0.115
C (5.0770, -0.6845, -2.5902)  -0.274
O (4.2894, 0.4219, -3.0693)  -0.398
As (2.8631, 0.8271, -1.9529)  0.905
C (1.7745, -0.7845, -2.5721)  -0.284
C (0.7937, -1.3574, -1.4039)  -0.291
N (1.2214, -2.3050, -0.5875)  0.008
N (1.3586, 1.2629, -0.7823)  -0.114
C (0.5503, 1.9939, -1.4908)  -0.782
S (-0.8366, 2.6790, -2.1300)  0.545
O (3.7506, 2.4139, -1.5032)  -0.180
B (3.7798, 2.6391, -0.0945)  -0.782
O (4.6769, 2.0221, 0.8570)  0.058
O (2.8472, 3.6324, 0.4387)  0.055
H (6.3405, -2.3544, -0.3646)  0.092
H (4.6991, -1.5861, -0.1098)  0.057
H (6.1350, -0.9095, 0.8276)  0.029
H (6.0733, 0.7854, -1.0885)  0.140
H (7.9484, 0.2145, -2.1250)  0.084
H (4.4757, -1.5988, -2.2587)  0.086
H (5.7193, -1.0406, -3.4868)  0.125
H (2.1703, 1.6357, -3.1086)  0.046
H (3.4577, 0.0410, -0.7588)  0.036
H (2.4103, -1.6393, -2.9871)  0.062
H (1.0630, -0.4750, -3.4281)  0.060
H (-0.2422, -0.8745, -1.3675)  0.082
H (2.1995, -2.5120, -0.8901)  0.009
H (4.4789, 1.0717, 0.9970)  0.079
H (2.5917, 3.3566, 1.3425)  0.083
C (0.9964, 4.1000, -5.8339)  -0.342
O (0.2677, 3.2337, -5.3986)  0.002
N (0.8520, 5.4389, -5.6043)  -0.208
C (1.7632, 6.4176, -6.1577)  -0.075
C (-0.2500, 5.8925, -4.7789)  -0.053
H (1.8634, 3.8606, -6.4710)  0.130
H (2.2322, 6.9714, -5.3399)  0.087
H (1.2020, 7.1099, -6.7919)  0.081
H (2.5396, 5.9360, -6.7543)  0.080
H (-0.1672, 5.4367, -3.7889)  0.073
H (-1.1922, 5.5742, -5.2329)  0.089
H (-0.2361, 6.9794, -4.6855)  0.081
C (7.9060, -0.0884, 2.6934)  -0.307
O (7.1537, -0.9355, 2.2452)  -0.013
N (9.1217, -0.3346, 3.2577)  -0.191
C (9.9634, 0.7288, 3.7710)  -0.069
C (9.5877, -1.7039, 3.3477)  -0.044
H (7.6467, 0.9824, 2.6738)  0.139
H (10.9172, 0.7187, 3.2353)  0.088
H (10.1391, 0.5582, 4.8374)  0.050
H (9.4888, 1.7028, 3.6379)  0.089
H (9.6449, -2.1295, 2.3428)  0.095
H (8.8738, -2.2875, 3.9347)  0.088
H (10.5701, -1.7432, 3.8199)  0.086
C (-2.2169, -1.3071, -3.9432)  -0.321
O (-1.2488, -0.6721, -3.5725)  -0.008
N (-3.4682, -1.2087, -3.4118)  -0.187
C (-4.5810, -1.9956, -3.9017)  -0.067
C (-3.6904, -0.2839, -2.3188)  -0.050
H (-2.1510, -2.0361, -4.7675)  0.130
H (-5.3650, -1.3201, -4.2556)  0.084
H (-4.9696, -2.6098, -3.0858)  0.079
H (-4.2715, -2.6457, -4.7217)  0.080
H (-3.4341, 0.7262, -2.6477)  0.070
H (-3.0395, -0.5560, -1.4833)  0.092
H (-4.7309, -0.3122, -1.9979)  0.064
C (8.3071, 1.0003, 6.5852)  -0.331
O (9.5165, 0.8569, 6.6377)  -0.014
N (7.3951, 0.2403, 7.2524)  -0.198
C (5.9691, 0.4718, 7.1386)  -0.056
C (7.8664, -0.8348, 8.1032)  -0.045
H (7.8453, 1.7875, 5.9681)  0.139
H (5.5643, 0.6969, 8.1288)  0.087
H (5.4917, -0.4293, 6.7458)  0.093
H (5.7603, 1.3074, 6.4689)  0.088
H (8.5170, -0.4201, 8.8772)  0.092
H (8.4445, -1.5405, 7.5015)  0.092
H (7.0260, -1.3513, 8.5679)  0.087
C (-5.9753, 2.3104, -2.5313)  -0.339
O (-6.3848, 1.1640, -2.5715)  -0.009
N (-6.3136, 3.2327, -1.5881)  -0.199
C (-5.7842, 4.5805, -1.6047)  -0.063
C (-7.2327, 2.8502, -0.5326)  -0.043
H (-5.2713, 2.6993, -3.2844)  0.136
H (-5.2380, 4.7607, -0.6752)  0.090
H (-6.6137, 5.2886, -1.6832)  0.084
H (-5.1091, 4.7258, -2.4496)  0.084
H (-6.8096, 2.0097, 0.0206)  0.068
H (-8.1788, 2.5342, -0.9788)  0.094
H (-7.4079, 3.6861, 0.1458)  0.089
C (-7.6638, -0.8143, 1.4906)  -0.339
O (-8.0054, 0.3499, 1.3717)  -0.008
N (-6.4785, -1.2374, 2.0089)  -0.188
C (-6.1420, -2.6438, 2.1175)  -0.059
C (-5.5213, -0.2502, 2.4662)  -0.035
H (-8.3165, -1.6430, 1.1721)  0.128
H (-5.9637, -2.8866, 3.1666)  0.070
H (-5.2358, -2.8386, 1.5391)  0.096
H (-6.9510, -3.2703, 1.7371)  0.081
H (-5.9793, 0.3557, 3.2526)  0.095
H (-5.2541, 0.4032, 1.6318)  0.091
H (-4.6262, -0.7374, 2.8521)  0.062
C (-7.2334, -5.0348, -4.5397)  -0.341
O (-6.3427, -4.8814, -3.7270)  0.014
N (-8.4549, -4.4295, -4.4916)  -0.207
C (-9.4692, -4.6611, -5.4987)  -0.068
C (-8.7462, -3.5246, -3.3958)  -0.040
H (-7.1138, -5.7005, -5.4099)  0.129
H (-9.7214, -3.7107, -5.9764)  0.088
H (-10.3601, -5.0756, -5.0192)  0.086
H (-9.1145, -5.3597, -6.2582)  0.082
H (-8.0201, -2.7080, -3.4025)  0.092
H (-8.6552, -4.0657, -2.4507)  0.093
H (-9.7544, -3.1200, -3.4913)  0.086
C (-3.0991, -1.8901, 4.8150)  -0.334
O (-3.8758, -2.6925, 4.3279)  0.003
N (-1.8869, -2.1972, 5.3538)  -0.200
C (-1.0152, -1.1856, 5.9154)  -0.060
C (-1.4550, -3.5815, 5.3652)  -0.044
H (-3.3303, -0.8134, 4.8557)  0.129
H (-0.0670, -1.1905, 5.3720)  0.094
H (-0.8333, -1.4162, 6.9685)  0.086
H (-1.4655, -0.1947, 5.8391)  0.085
H (-1.4164, -3.9530, 4.3385)  0.099
H (-2.1790, -4.1779, 5.9262)  0.090
H (-0.4705, -3.6713, 5.8254)  0.087

Values from the calculation:
net charge	-1
LUMO	1.81	eV